Density functional theory data (ωB97M-V with the def2-TZVPD basis set) for an isolated molecule of C19H23N3O5 at a distorted geometry.

The geometry in XYZ format:
```
50
Properties=species:S:1:pos:R:3:forces:R:3:lowdin_charge:R:1
C 4.993 -0.266 4.345 1.718 -1.514 -0.065 -0.04
C 5.597 -1.248 3.265 7.266 2.604 4.579 -0.36
O 4.989 -2.309 2.853 -2.964 -4.842 0.083 0.03
C 3.744 -2.149 2.461 -1.023 -6.526 4.325 -0.34
C 2.805 -3.061 2.841 -5.592 1.736 -5.959 0.13
C 1.519 -3.268 2.009 3.373 2.127 2.652 0.05
C 1.198 -2.252 1.169 0.761 3.102 -1.560 -0.22
N -0.078 -2.230 0.593 1.400 -8.124 5.674 0.13
C -0.705 -1.367 -0.011 -4.184 5.592 -6.668 -0.50
O -0.231 -0.406 -0.618 0.763 0.959 0.701 0.05
C -2.181 -1.677 -0.384 8.154 -2.597 -14.536 0.03
N -2.727 -0.935 -1.626 -7.297 4.811 17.516 -0.10
C -2.302 -0.774 -2.798 7.248 -0.553 -3.584 -0.18
C -3.570 0.281 -0.943 3.480 -4.740 -1.896 -0.36
O -3.846 0.341 0.190 -0.747 -1.250 3.739 0.17
C -3.888 1.334 -1.752 6.654 7.861 -4.464 -0.13
C -5.037 2.013 -1.947 -4.699 -6.540 3.668 -0.11
C -5.441 3.049 -2.579 -1.595 3.414 -2.334 -0.01
C -4.384 3.776 -3.162 1.030 6.981 -3.428 -0.43
O -4.387 4.880 -3.861 -1.318 -3.488 1.580 -0.07
N -3.084 3.468 -2.846 3.402 -4.239 1.961 0.12
C -2.733 2.297 -2.097 -10.331 -0.296 -2.715 0.16
C 2.066 -1.140 0.891 2.085 -9.219 6.449 0.12
C 3.282 -1.384 1.581 -0.037 11.729 -9.184 -0.15
O 4.355 -0.424 1.182 -1.725 1.025 -1.246 -0.15
C 4.056 0.942 0.220 -12.426 -9.050 2.434 -0.22
C 5.090 1.686 0.338 10.826 8.650 0.088 -0.21
H 5.738 0.625 4.530 -1.474 -1.973 -0.232 0.11
H 4.183 0.062 3.734 -1.417 0.918 0.700 0.03
H 4.763 -0.915 5.304 0.125 1.791 -1.870 0.11
H 5.882 -0.832 2.353 1.221 2.236 -0.566 0.08
H 6.559 -1.743 3.766 -1.387 1.389 -0.899 0.16
H 2.974 -3.844 3.348 1.749 -5.328 4.453 0.04
H 0.670 -3.865 2.240 0.112 -1.217 0.726 0.09
H -0.654 -3.058 0.972 0.968 1.818 -0.996 0.20
H -2.088 -2.658 -0.979 -0.379 0.250 2.163 0.17
H -2.654 -1.577 0.357 -7.937 0.860 9.913 -0.01
H -2.901 -0.186 -3.274 -3.862 2.878 -3.656 0.05
H -1.318 -0.291 -2.836 0.604 -0.506 -0.613 0.11
H -2.404 -1.774 -2.916 1.155 -3.582 -4.134 0.09
H -5.863 1.375 -1.482 0.544 0.983 -0.529 0.16
H -6.543 3.276 -2.684 1.814 0.129 0.008 0.16
H -2.266 3.912 -3.381 -2.265 -0.327 1.226 0.20
H -1.834 2.086 -1.846 6.199 -1.005 1.307 0.06
H 1.758 -0.419 0.358 -1.499 5.321 -3.943 0.01
H 3.117 1.432 0.854 2.015 -1.297 -1.851 0.18
H 3.571 0.387 -0.721 1.725 1.857 1.632 0.17
H 5.005 2.550 -0.449 -0.408 -0.733 1.726 0.14
H 5.451 2.145 1.427 -1.556 -1.191 -2.799 0.17
H 6.048 1.367 -0.112 -0.268 -0.887 0.428 0.10
```
Forces are in eV/Å.

Strongest force on any atom: 0.38068 hartree/bohr
Total charge: 0
HOMO-LUMO gap: 8.2 eV
ΔE to the lowest compared entry with this formula, charge and spin: 1887.4 kJ/mol
E_LUMO: -0.26 eV
Multiplicity: 1